1.
DFT (the ωB97M-V functional and the def2-TZVPD basis) results for a molecular structure, C4H7N2S in a non-equilibrium geometry.

Values from the calculation:
energy relative to the best compared isomer or geometry (same formula, charge and spin)	7.729	eV
HOMO-LUMO gap (spin up / spin down)	5.442 / 5.436	eV
E	-663.7906	Ha
total charge	+1

Last column: Mulliken charge in e.
CARTESIAN COORDINATES (ANGSTROEM)
C -0.9187 -0.3006 -0.5929  -0.020
C 0.6222 0.1696 0.3855  -0.171
C 0.9594 -2.2529 -0.4677  -0.679
C -1.0146 2.1055 0.5310  -0.706
N 0.3601 -0.8966 -0.3310  0.023
N -0.6167 0.8395 0.0839  0.137
S 2.6719 0.8899 1.3872  0.003
H -1.6319 -0.5908 -1.2943  0.427
H 1.1583 -2.3549 -1.5284  0.295
H 1.7970 -2.2331 0.1857  0.317
H 0.2134 -2.8958 -0.1362  0.341
H -0.7951 2.3748 1.4998  0.339
H -2.1322 2.2230 0.3062  0.317
H -0.6732 2.9225 -0.0290  0.375

Cartesian forces (eV/Å) of the 3 atoms listed first:
C 2.79 2.15 1.33
C 6.25 2.55 3.19
C -0.44 2.37 -1.00



2.
DFT (the ωB97M-V functional and the def2-TZVPD basis) results for a molecular structure, C2H8NO2 in a non-equilibrium geometry.

Values from the calculation:
energy relative to the best compared isomer or geometry (same formula, charge and spin)	3.152	eV
HOMO-LUMO gap	11.904	eV
E	-285.9026	Ha
total charge	+1

Last column: Mulliken charge in e.
CARTESIAN COORDINATES (ANGSTROEM)
C 0.7750 0.9751 -0.1061  -0.139
C -0.6915 0.6291 0.1690  0.485
N 0.8977 0.9633 -1.5392  -0.701
O -1.4069 0.7277 -0.9200  -0.420
O -1.1664 0.2274 1.3098  -0.220
H 1.3469 0.0117 0.1623  0.298
H -3.9329 1.2442 1.9529  0.171
H 1.1634 1.8042 0.4590  0.359
H -3.1964 1.4825 1.8275  -0.088
H 1.8672 0.8588 -1.8301  0.298
H 0.8723 1.9306 -2.0517  0.303
H -0.6076 0.5760 -1.7026  0.502
H -2.0857 0.4838 1.5300  0.152

Cartesian forces (eV/Å) of the 3 atoms listed first:
C 0.47 -3.43 0.73
C -1.37 0.38 -2.05
N 0.72 3.55 -2.84



3.
DFT (the ωB97M-V functional and the def2-TZVPD basis) results for 5 unconnected molecules or ions with the total composition C3H19N2O4 in a non-equilibrium geometry.

Values from the calculation:
energy relative to the best compared isomer or geometry (same formula, charge and spin)	0.000	eV
HOMO-LUMO gap	9.853	eV
E	-535.9510	Ha
total charge	+1

Last column: Mulliken charge in e.
CARTESIAN COORDINATES (ANGSTROEM)
N 0.1421 -0.2228 -0.2281  -0.031
C 0.7780 0.7700 0.8174  0.342
C 1.1555 -0.1003 2.0021  -1.091
C -0.3778 1.7492 1.0994  -0.830
N 0.0962 2.9708 1.7297  -0.616
H 0.8244 -0.7701 -0.7539  0.291
H -0.3559 0.3449 -0.9243  0.140
H -0.4923 -0.8863 0.2263  0.314
H 1.6311 1.2462 0.3409  0.417
H 2.2279 -0.2829 2.1162  0.312
H 0.7849 -1.1144 2.0667  0.270
H 0.9328 0.4914 2.8966  0.311
H -0.8140 1.9655 0.1180  0.354
H -1.1988 1.2594 1.6237  0.355
H 0.4988 2.7527 2.6382  0.313
H 0.8900 3.3633 1.2224  0.283
H -0.2365 -3.6083 0.8390  0.282
H -1.4198 -2.9020 1.5016  0.292
O -0.5581 -2.7252 1.0942  -0.608
H -3.1199 -1.5444 -1.5472  0.288
H -3.0140 -0.0789 -1.7730  0.304
O -2.6185 -0.7872 -1.2366  -0.586
H -0.1817 0.8342 -3.2863  0.279
H -0.1329 2.1676 -2.6739  0.310
O -0.5816 1.3273 -2.5853  -0.635
H 2.4190 -2.3770 -2.4610  0.309
H 1.0883 -1.8753 -2.8219  0.299
O 1.6329 -1.9674 -2.0408  -0.669

Cartesian forces (eV/Å) of the 3 atoms listed first:
N 0.62 1.19 0.18
C -1.74 -2.41 -0.64
C 1.54 0.85 1.16



4.
DFT (the ωB97M-V functional and the def2-TZVPD basis) results for a molecular structure, C3H12N2O in a non-equilibrium geometry.

Values from the calculation:
energy relative to the best compared isomer or geometry (same formula, charge and spin)	4.255	eV
HOMO-LUMO gap	7.603	eV
E	-306.0876	Ha
total charge	0

Last column: Mulliken charge in e.
CARTESIAN COORDINATES (ANGSTROEM)
C -0.8802 -2.3193 0.0126  -0.694
N -0.8907 -0.2823 1.7551  -0.529
O -0.4308 -1.0120 0.2096  -0.377
H -0.4986 -1.0534 2.2954  0.281
H -1.8764 -0.4935 1.6017  0.295
H -0.0593 -2.9340 -0.3897  0.248
H -1.1923 -2.7810 0.9665  0.313
H -1.7458 -2.3655 -0.6646  0.273
C 1.0588 0.7407 -1.6286  -0.571
C 0.6968 1.8510 0.5112  -0.691
N 0.4519 1.8187 -0.8894  -0.339
H -0.5381 1.8975 -1.0927  0.237
H 0.2749 2.7525 0.9540  0.313
H 2.1449 0.8054 -1.5326  0.271
H 0.7887 0.8238 -2.6832  0.308
H 0.7346 -0.2446 -1.2349  0.091
H 1.7686 1.8071 0.7121  0.290
H 0.1930 0.9890 1.0976  0.281

Cartesian forces (eV/Å) of the 3 atoms listed first:
C -0.56 -0.63 0.71
N 0.08 -2.86 -3.12
O -0.41 2.02 2.78



5.
DFT (the ωB97M-V functional and the def2-TZVPD basis) results for C17H27N3O2S in the gas phase in a non-equilibrium geometry.

Values from the calculation:
energy relative to the best compared isomer or geometry (same formula, charge and spin)	0.642	eV
HOMO-LUMO gap	8.921	eV
E	-1376.9146	Ha
total charge	0
SMILES	CCOC(=O)N1CCC[C@@H](N2CCC(c3nccs3)CC2)CC1

Last column: Mulliken charge in e.
CARTESIAN COORDINATES (ANGSTROEM)
C -0.2337 0.0283 3.9192  -1.121
C 0.8778 -0.6018 3.0519  -0.278
O 1.3074 0.3359 2.0668  -0.365
C 2.2447 -0.0935 1.2157  0.762
O 2.8023 -1.1772 1.2778  -0.675
N 2.7686 0.7635 0.2354  0.248
C 3.7807 0.2253 -0.7096  -1.220
C 3.1805 -0.6689 -1.7973  -0.312
C 2.2632 0.0753 -2.7774  -1.566
C 1.1898 1.0493 -2.2013  -0.098
N 0.0937 0.4814 -1.3597  1.135
C -0.4423 -0.7989 -1.8397  -1.039
C -1.4077 -1.4418 -0.8043  -0.591
C -2.5153 -0.4882 -0.4694  0.487
C -3.5145 -1.1326 0.4626  -0.227
N -4.7579 -1.3581 0.0680  -0.604
C -5.5634 -1.8668 1.0462  -0.472
C -4.9208 -2.0551 2.2419  -0.292
S -3.2198 -1.6533 2.1545  -0.012
C -1.9530 0.7888 0.0819  0.049
C -1.0083 1.4380 -0.9571  -0.999
C 1.8909 2.2920 -1.5022  -1.247
C 2.2192 2.0979 0.0108  -0.666
H 0.1800 0.8713 4.4865  0.310
H -0.6614 -0.6759 4.6328  0.350
H -1.0739 0.3687 3.2735  0.218
H 1.7080 -0.8182 3.7026  0.433
H 0.5138 -1.5233 2.5830  0.264
H 4.3105 1.0712 -1.1924  0.436
H 4.5238 -0.3623 -0.1400  0.502
H 4.0219 -1.0962 -2.3916  0.372
H 2.6255 -1.5112 -1.3694  0.306
H 2.9097 0.6536 -3.4213  0.569
H 1.7826 -0.6721 -3.3985  0.394
H 0.6714 1.4328 -3.1077  0.305
H -0.9666 -0.6710 -2.8224  0.328
H 0.3525 -1.5079 -2.0790  0.496
H -1.8751 -2.3577 -1.1937  0.415
H -0.7965 -1.7277 0.0869  0.111
H -3.0962 -0.2566 -1.3945  0.066
H -6.6294 -2.0068 1.0248  0.400
H -5.3614 -2.4097 3.1605  0.390
H -2.7731 1.4891 0.2813  0.373
H -1.5145 0.5628 1.0569  -0.347
H -0.6259 2.4027 -0.5360  0.454
H -1.5967 1.7247 -1.8473  0.354
H 2.8199 2.4903 -2.0485  0.553
H 1.2549 3.1699 -1.6447  0.403
H 2.9324 2.8829 0.2950  0.319
H 1.2818 2.2371 0.5888  0.327

Cartesian forces (eV/Å) of the 3 atoms listed first:
C 0.02 0.47 -1.01
C -0.94 -0.21 0.81
O -0.24 0.89 -0.78



6.
DFT (the ωB97M-V functional and the def2-TZVPD basis) results for 13 unconnected molecules or ions with the total composition C48H118Cl10N6O14 in a non-equilibrium geometry.

Values from the calculation:
energy relative to the best compared isomer or geometry (same formula, charge and spin)	3.365	eV
HOMO-LUMO gap	7.996	eV
E	-7882.9371	Ha
total charge	0

Last column: Mulliken charge in e.
CARTESIAN COORDINATES (ANGSTROEM)
Cl -0.7525 62.6064 26.4750  -0.197
C -0.4035 61.0742 25.6414  0.120
C -1.1711 60.8781 24.2091  1.077
Cl -2.9119 61.5023 24.1290  -0.188
H -0.3519 60.2221 26.3191  0.265
H 0.6426 61.2252 25.3750  -0.055
H -1.1947 59.8801 23.7714  -0.209
H -0.6403 61.3665 23.3918  -0.852
Cl 3.9009 59.8102 24.0607  0.009
C 5.5542 59.1060 24.0172  -0.103
C 6.3365 59.1384 22.6488  0.476
Cl 6.4585 60.8331 22.1488  -0.215
H 5.3911 58.0337 24.1255  -0.652
H 6.0173 59.4017 24.9586  0.569
H 5.6968 58.6897 21.8888  -0.516
H 7.3608 58.7656 22.6490  0.321
Cl -2.4176 57.2414 24.1961  -0.175
C -2.8967 57.5848 22.5582  0.310
C -4.2566 56.8698 22.2648  -0.511
Cl -5.4893 57.3401 23.3081  -0.201
H -2.0630 57.1737 21.9889  -0.221
H -3.0056 58.6510 22.3598  0.174
H -4.1087 55.7984 22.4001  0.243
H -4.7134 56.9242 21.2766  0.378
Cl 3.8565 65.0835 23.1787  -0.023
C 4.5851 63.7397 24.0444  -0.137
C 4.6810 64.2327 25.5211  -0.547
Cl 3.0986 64.1781 26.3064  -0.144
H 5.5367 63.4731 23.5846  0.259
H 3.8676 62.9203 24.0010  -0.150
H 5.1053 65.2308 25.6298  0.383
H 5.3271 63.5215 26.0356  0.340
Cl 1.9027 56.7306 29.6931  -0.184
C 1.0476 55.8472 28.4358  0.132
C 0.3315 56.7373 27.3803  -0.550
Cl 1.4746 58.0012 26.7319  -0.074
H 0.3550 55.1074 28.8373  0.423
H 1.7590 55.2558 27.8594  -0.267
H -0.5462 57.1844 27.8469  0.372
H 0.0575 56.1864 26.4805  0.204
C -1.3029 54.6845 20.8019  -0.452
O -2.3527 55.4214 20.1983  -0.520
H -1.1266 53.8424 20.1326  0.331
H -0.3755 55.2537 20.8655  0.107
H -1.5798 54.2784 21.7748  0.284
H -1.9172 55.9849 19.5546  0.295
C -1.2833 61.1781 20.4023  -0.781
O -0.8765 59.9229 20.9405  -0.407
H -2.1331 60.8248 19.8182  0.441
H -1.6617 61.9092 21.1167  0.058
H -0.6774 61.6517 19.6299  0.402
H 0.0735 59.8144 20.8545  0.067
C 6.8119 57.7506 19.3819  -0.650
O 5.5469 57.2387 19.7586  -0.105
C 5.3463 55.8061 19.7902  -1.104
C 5.2534 55.1420 21.1871  0.589
N 4.6155 53.9247 20.8419  -0.390
C 4.5361 53.0393 21.9820  0.027
C 3.7597 51.8892 21.3716  -0.940
O 2.3803 52.2659 21.2033  -0.173
C 1.4875 51.1608 21.0126  -0.733
H 7.5106 57.6420 20.2113  0.111
H 6.3937 58.7374 19.1829  0.253
H 7.2871 57.3831 18.4723  0.329
H 6.1686 55.3686 19.2241  0.351
H 4.4773 55.6253 19.1576  0.428
H 4.6553 55.6512 21.9428  -0.074
H 6.2958 55.0261 21.4841  -0.170
H 3.6779 54.2076 20.5950  0.343
H 4.0191 53.4189 22.8633  -0.017
H 5.5637 52.8421 22.2874  0.331
H 3.8925 51.0031 21.9923  0.498
H 4.2028 51.5871 20.4226  0.351
H 1.7230 50.6678 20.0694  0.301
H 0.5501 51.7167 20.9965  0.109
H 1.4213 50.5489 21.9123  0.354
C 4.0810 54.2909 26.8091  -0.783
O 4.9198 55.3367 26.9798  -0.461
C 5.4290 55.8913 25.7804  1.148
C 6.6070 55.0029 25.2645  -1.063
N 7.3685 55.5993 24.1352  0.201
C 8.5586 54.7485 23.9072  -0.968
C 9.5368 55.5784 23.0935  -0.179
O 10.3010 56.2839 24.0893  -0.351
C 11.3043 57.1678 23.5574  -0.754
H 3.4621 54.1075 27.6874  0.404
H 4.5594 53.3340 26.6003  0.317
H 3.3632 54.3155 25.9892  0.160
H 5.6463 56.9200 26.0677  0.058
H 4.6007 55.8764 25.0721  -0.756
H 6.2548 53.9956 25.0426  0.345
H 7.1833 54.8583 26.1783  0.445
H 7.6442 56.5290 24.4177  0.237
H 8.3070 53.8925 23.2811  0.371
H 9.1036 54.3370 24.7567  0.441
H 8.9542 56.2792 22.4955  -0.003
H 10.1670 54.9609 22.4535  0.507
H 12.3340 56.9313 23.8255  0.264
H 11.1812 58.1433 24.0278  0.254
H 11.0482 57.3584 22.5152  0.315
C 0.6226 72.8386 21.6467  -0.853
O 0.1943 71.5141 21.5932  -0.087
C -1.1858 71.2521 21.6922  -1.150
C -1.5901 69.7763 21.5135  0.228
N -1.2322 68.8611 22.6082  -0.508
C 0.1288 68.2452 22.4646  1.011
C 0.3137 67.2510 23.6186  -0.779
O -0.6054 66.1983 23.4960  -0.178
C -0.4975 65.0536 24.3786  -0.884
H 0.4609 73.3040 22.6190  0.327
H 0.2197 73.4309 20.8251  0.374
H 1.7117 72.8491 21.6891  0.179
H -1.7902 71.9519 21.1151  0.493
H -1.3832 71.5917 22.7089  0.434
H -1.1631 69.5391 20.5391  -0.302
H -2.6792 69.7993 21.5509  0.521
H -1.8538 68.0659 22.6446  0.255
H 0.8599 69.0507 22.3956  0.036
H 0.1573 67.7054 21.5181  -0.680
H 0.2305 67.8941 24.4947  0.288
H 1.3272 66.8518 23.5788  0.251
H 0.5258 64.7273 24.5644  0.348
H -0.9586 64.1976 23.8859  0.202
H -0.8671 65.2296 25.3888  0.413
C 1.7021 55.7586 23.3686  -0.421
O 1.8715 56.2113 22.0313  -0.203
C 1.6702 57.6276 22.0798  0.029
C 2.3014 58.3459 20.9680  -0.275
N 1.8745 59.7870 21.2032  1.231
C 2.4793 60.6938 20.2121  -0.698
C 2.5289 62.1574 20.6993  -0.158
O 1.1018 62.5536 20.7925  -0.166
C 0.7237 63.7392 21.5606  0.458
H 2.5621 55.8641 24.0300  -0.286
H 1.7097 54.6722 23.2804  0.394
H 0.8567 56.1454 23.9376  0.363
H 1.8799 58.0545 23.0606  0.256
H 0.6028 57.7055 21.8734  -0.452
H 1.8137 58.0684 20.0335  0.391
H 3.3683 58.1387 20.8852  -0.289
H 2.1481 59.9278 22.1652  -0.458
H 1.8243 60.5572 19.3517  0.366
H 3.4935 60.3049 20.1211  0.228
H 3.1610 62.8898 20.1971  0.362
H 3.1175 62.1670 21.6166  -0.119
H 1.0084 64.6985 21.1285  -0.014
H 1.1732 63.6779 22.5517  0.162
H -0.3569 63.7743 21.6994  -0.734
C -5.9101 64.6387 23.0977  -0.864
O -5.1132 65.2083 22.1239  -0.382
C -3.9652 64.4913 21.8711  -0.363
C -3.0374 65.4751 20.9654  -0.109
N -3.6320 65.9139 19.6696  -0.229
C -3.7339 64.8521 18.6699  -0.437
C -5.2107 64.4043 18.6977  -0.733
O -5.8808 65.0688 17.6664  -0.320
C -7.0437 64.5232 17.2253  -0.789
H -6.7660 65.3078 23.1855  0.315
H -5.4964 64.6758 24.1055  0.305
H -6.3482 63.6658 22.8747  0.322
H -4.1789 63.6167 21.2568  0.323
H -3.3599 64.2803 22.7526  0.433
H -2.0734 65.0106 20.7578  0.094
H -2.8410 66.2420 21.7147  -0.252
H -4.4503 66.4655 19.8846  0.420
H -3.1539 63.9387 18.8021  0.149
H -3.6667 65.3323 17.6937  0.448
H -5.6706 64.5989 19.6666  0.369
H -5.2066 63.3317 18.5036  0.429
H -7.2096 64.9978 16.2582  0.280
H -7.8463 64.6075 17.9581  0.278
H -7.0108 63.4672 16.9570  0.331
C 2.7735 65.7391 18.3904  -0.870
O 1.3972 65.7557 18.0228  -0.442
C 0.4958 66.6477 18.7250  0.180
C 0.8763 68.1322 18.8491  -0.805
N 1.9238 68.3903 19.7758  0.388
C 2.4993 69.7188 19.9255  -1.033
C 3.4008 69.8626 21.1138  -0.406
O 4.6005 69.1331 20.9522  -0.419
C 5.4057 69.2890 22.1369  -0.723
H 2.9829 65.5413 19.4416  0.234
H 3.2107 66.7190 18.1991  0.532
H 3.3333 64.9017 17.9737  0.371
H 0.2224 66.0543 19.5976  -0.380
H -0.4804 66.5397 18.2522  0.294
H 0.0000 68.7564 19.0239  0.240
H 1.1857 68.5256 17.8809  0.568
H 2.7228 67.8040 19.5809  -0.014
H 1.7139 70.4662 20.0381  0.422
H 2.9556 69.9490 18.9628  0.485
H 2.9199 69.5400 22.0372  0.338
H 3.6614 70.9105 21.2622  0.419
H 6.3987 68.8965 21.9180  0.278
H 4.9940 68.5596 22.8345  0.248
H 5.5137 70.3049 22.5167  0.298

Cartesian forces (eV/Å) of the 3 atoms listed first:
Cl -0.42 -0.38 0.09
C 0.22 -0.09 -2.28
C 0.03 0.53 0.79